A | Computed, not measured: a cluster of 2 separate species, C4H8N2O2 in total, with wB97M-V/def2-TZVPD.

Summary:
HOMO energy (eV): -8.3
Kohn-Sham gap (eV): 6.94

Last column: natural (NBO) charge in e.
Element x y z (Å)
C1 -2.1259 -0.2770 0.0346  0.57
N1 -1.2592 0.8220 -0.2473  -0.64
C2 0.0595 0.6698 0.2005  -0.06
C3 0.9455 -0.1200 -0.5761  0.52
N2 2.2861 -0.1473 -0.1738  -0.57
C4 2.4630 -0.2783 1.2015  -0.34
O1 0.6204 -0.6051 -1.6601  -0.64
O2 -3.1021 -0.1838 0.7134  -0.53
H1 -1.7438 -1.1810 -0.4466  0.14
H2 -1.6167 1.6182 0.2756  0.38
H3 0.4300 -0.9442 1.6139  0.06
H4 0.3085 1.0789 1.1693  0.22
H5 2.9775 -0.4946 -0.8068  0.41
H6 2.5339 0.6350 1.7920  0.20
H7 3.3072 -0.9293 1.4369  0.21
H8 1.4188 -0.8503 1.4055  0.07


B | Computed, not measured: a cluster of 2 separate species, C4H8N2O2 in total, with wB97M-V/def2-TZVPD.

Summary:
SMILES string: [H]/N=C(\N)OO.C=C=C
HOMO energy (eV): -9.9
Kohn-Sham gap (eV): 10.62

Last column: natural (NBO) charge in e.
Element x y z (Å)
H1 2.5044 -0.6704 0.1798  0.37
N1 1.6959 -1.0600 0.6397  -0.84
C1 0.8887 -0.2301 1.1503  0.69
N2 0.9503 1.1299 1.2284  -0.82
O1 -0.2055 -0.6919 1.7925  -0.26
O2 -0.2551 -2.0960 1.8035  -0.42
H2 0.1061 1.5938 1.5223  0.40
H3 1.4980 1.6081 0.5335  0.40
H4 0.5657 -2.3305 1.3034  0.49
C2 -2.1258 -0.2185 -0.9392  -0.49
C3 -1.1084 0.3935 -1.4494  0.11
C4 -0.0856 1.0073 -1.9541  -0.53
H5 -3.0020 -0.4418 -1.5260  0.23
H6 -2.1404 -0.5439 0.0881  0.24
H7 0.7198 0.4672 -2.4258  0.22
H8 -0.0062 2.0835 -1.9470  0.22


C | Computed, not measured: a structure of composition C4H8N2O2, with wB97M-V/def2-TZVPD.

Summary:
HOMO energy (eV): -8.7
Kohn-Sham gap (eV): 9.39

Last column: natural (NBO) charge in e.
Element x y z (Å)
C1 -0.8927 1.2270 0.7482  -0.41
C2 0.9091 0.2062 -0.9030  -0.36
C3 2.1086 -0.4506 0.0545  0.78
C4 -2.3833 -1.0294 -0.0084  -0.14
H1 -0.1250 1.8872 0.7140  0.20
H2 -1.8983 1.6986 0.2428  0.19
H3 -1.1892 0.7839 1.9056  0.20
H4 1.3946 1.1873 -1.6318  0.26
H5 0.7080 -0.7612 -1.8063  0.28
H6 3.9361 -0.4572 0.3538  0.49
H7 -3.0854 -1.8437 -0.4099  0.17
H8 -3.0723 -0.7945 1.0490  0.18
N1 -0.4561 0.1627 -0.1724  -0.32
N2 -1.4361 -0.6943 -0.7310  -0.24
O1 3.3723 0.1157 -0.3589  -0.72
O2 2.1096 -1.2378 0.9538  -0.57


D | Computed, not measured: a cluster of 2 separate species, C4H8N2O2 in total, with wB97M-V/def2-TZVPD.

Summary:
SMILES string: N/C=C/O.COC#N
HOMO energy (eV): -7.6
Kohn-Sham gap (eV): 8.15

Last column: natural (NBO) charge in e.
Element x y z (Å)
N1 1.6363 0.2697 -1.5541  -0.81
C1 0.7623 1.0549 -0.7906  -0.15
C2 -0.5915 1.0739 -1.0294  0.12
O1 -1.3424 2.1418 -0.6810  -0.67
H1 2.5828 0.3133 -1.1806  0.38
H2 1.3399 -0.7005 -1.6032  0.36
H3 1.2121 2.0046 -0.5028  0.21
H4 -1.1241 0.2608 -1.5034  0.15
H5 -2.2647 1.8609 -0.5660  0.48
C3 -0.8840 -1.7493 1.2039  -0.25
O2 -0.7229 -0.3372 1.2745  -0.52
C4 0.6090 0.0689 1.4167  0.53
N2 1.6235 0.0980 1.9970  -0.41
H6 -0.7499 -2.1066 0.1788  0.17
H7 -0.1727 -2.2522 1.8691  0.20
H8 -1.9136 -2.0010 1.4709  0.20


Calculated relative energies: A 31.9; B 18.9; C 50.1; D 0.0, given in kcal/mol


A | Computed, not measured: an isolated molecule of C4H8N2O2, with wB97M-V/def2-TZVPD.

Summary:
SMILES string: C[C@H](N)C(=O)NC=O
HOMO energy (eV): -9.9
Kohn-Sham gap (eV): 10.57

Last column: natural (NBO) charge in e.
Element x y z (Å)
C1 -0.1899 0.0085 1.4032  -0.62
C2 -0.8805 0.1719 0.0469  -0.16
N1 -2.2035 -0.4543 0.1688  -0.80
C3 0.0101 -0.5323 -1.0337  0.67
O1 -0.4416 -1.4280 -1.7062  -0.57
N2 1.3500 -0.1436 -1.1085  -0.67
C4 1.8968 0.9800 -0.4488  0.52
O2 3.0926 1.0537 -0.3845  -0.55
H1 0.8937 -0.0437 1.3224  0.21
H2 -0.4042 0.8560 2.0689  0.23
H3 -0.5764 -0.8548 1.9675  0.23
H4 -1.0493 1.1874 -0.2787  0.21
H5 -2.6743 -0.4126 -0.7554  0.37
H6 -2.0609 -1.4352 0.3907  0.36
H7 1.9929 -0.7556 -1.5841  0.43
H8 1.2444 1.8026 -0.0685  0.15


B | Computed, not measured: an isolated molecule of C4H8N2O2, with wB97M-V/def2-TZVPD.

Summary:
SMILES string: C=C(O)[C@H](O)/N=C\N
HOMO energy (eV): -8.7
Kohn-Sham gap (eV): 9.31

Last column: natural (NBO) charge in e.
Element x y z (Å)
C1 1.0300 0.4968 -1.6421  -0.52
C2 0.9624 -0.0875 -0.4508  0.20
O1 1.9780 -0.8707 0.0609  -0.74
C3 0.2006 0.7077 0.9900  0.28
O2 0.2123 -0.2986 1.9450  -0.73
N1 -1.0496 1.1840 0.6553  -0.58
C4 -1.9962 0.3634 0.3262  0.32
N2 -1.7919 -0.9197 0.0060  -0.82
H1 1.8268 0.2960 -2.3484  0.19
H2 0.2552 1.1813 -1.9422  0.23
H3 2.6752 -0.9793 -0.6002  0.48
H4 0.9049 1.5194 1.2057  0.18
H5 1.0762 -0.7369 1.8911  0.49
H6 -2.9673 0.8010 0.1122  0.18
H7 -0.7271 -1.1669 0.0175  0.44
H8 -2.5896 -1.4900 -0.2263  0.41


Calculated relative energies: A 0.0; B 58.5, given in kcal/mol


A | Computed, not measured: an isolated molecule of C4H7ClN2, with wB97M-V/def2-TZVPD.

Summary:
SMILES string: ClC[C@@H]1C=NNC1
HOMO energy (eV): -9.8
Kohn-Sham gap (eV): 10.64

Last column: natural (NBO) charge in e.
Element x y z (Å)
Cl1 2.2004 0.6700 0.1495  -0.04
C1 0.5268 0.8390 -0.3096  -0.43
C2 -0.5527 0.4296 0.6719  -0.32
C3 -0.3862 -1.0646 0.8916  0.04
N1 -0.9949 -1.7384 0.0052  -0.24
N2 -1.5233 -0.7946 -1.0871  -0.46
C4 -1.7496 0.4643 -0.2997  -0.27
H1 0.4745 0.2799 -1.2954  0.26
H2 0.2992 1.7911 -0.7880  0.22
H3 -0.8063 0.9346 1.7746  0.25
H4 0.0696 -1.6410 1.6775  0.22
H5 -2.4390 -0.9636 -1.0917  0.35
H6 -2.8079 0.7544 0.1279  0.20
H7 -1.5985 1.1746 -1.0987  0.21


B | Computed, not measured: an isolated molecule of C4H7ClN2, with wB97M-V/def2-TZVPD.

Summary:
HOMO energy (spin up / spin down) (eV): -8.6 / -8.8
Kohn-Sham gap (spin up / spin down) (eV): 8.73 / 8.80

Last column: natural (NBO) charge in e.
Element x y z (Å)
C1 0.5016 -0.1252 -0.2647  -0.08
C2 -0.8459 0.5683 -0.0332  0.05
C3 0.7861 -0.7538 -1.5790  -0.69
C4 -1.0645 0.9560 1.4239  -0.62
N1 0.3241 2.0822 -1.0271  0.03
N2 -0.7989 1.7676 -0.8137  -0.17
Cl1 -2.2239 -0.5398 -0.5055  -0.07
H1 0.8976 -0.6569 0.5953  0.18
H2 0.3304 -0.2044 -2.4010  0.22
H3 0.4011 -1.7804 -1.5916  0.23
H4 1.8600 -0.8102 -1.7388  0.23
H5 -1.1831 0.0541 2.0176  0.23
H6 -1.9545 1.5693 1.5216  0.23
H7 -0.2019 1.5126 1.7817  0.23


C | Computed, not measured: an isolated molecule of C4H7ClN2, with wB97M-V/def2-TZVPD.

Summary:
SMILES string: C[C@H]1C=N[C@@H](Cl)N1
HOMO energy (eV): -9.5
Kohn-Sham gap (eV): 10.25

Last column: natural (NBO) charge in e.
Element x y z (Å)
C1 -0.6678 1.1550 -0.9545  -0.64
C2 -0.7916 -0.0405 -0.0222  -0.12
C3 -0.1074 -1.2964 -0.6564  0.13
N1 0.8936 -1.7524 -0.0281  -0.38
C4 1.1136 -0.7071 1.0506  0.15
Cl1 2.6137 0.3179 0.5100  -0.18
N2 -0.0293 0.0463 1.2272  -0.65
H1 0.3924 1.5872 -1.0023  0.23
H2 -1.2092 2.0145 -0.4660  0.21
H3 -1.0016 0.7166 -1.8797  0.22
H4 -1.8500 -0.1803 0.1150  0.20
H5 -0.6932 -1.7920 -1.4750  0.20
H6 1.3926 -1.1421 2.0761  0.21
H7 -0.0558 1.0731 1.5052  0.41


D | Computed, not measured: an isolated molecule of C4H7ClN2, with wB97M-V/def2-TZVPD.

Summary:
SMILES string: ClC/C=N/N1CC1
HOMO energy (eV): -9.3
Kohn-Sham gap (eV): 10.30

Last column: natural (NBO) charge in e.
Element x y z (Å)
Cl1 2.2048 -1.8898 0.0105  -0.08
C1 1.8035 -0.1237 -0.2413  -0.40
C2 0.3729 -0.0600 -0.5160  0.08
N1 -0.3656 0.7433 0.1389  -0.28
N2 -1.7116 0.7315 -0.3411  -0.29
C3 -2.6478 0.7905 0.8110  -0.27
C4 -2.3309 2.0095 0.0373  -0.27
H1 2.4287 0.2466 -1.0250  0.23
H2 2.0120 0.4569 0.6949  0.24
H3 -0.0636 -0.7114 -1.3305  0.19
H4 -2.1867 0.6912 1.8216  0.22
H5 -3.6464 0.3153 0.6290  0.21
H6 -1.6274 2.6831 0.5679  0.21
H7 -3.0439 2.4246 -0.6660  0.21


Calculated relative energies: A 46.7; B 52.3; C 0.0; D 30.3, given in kcal/mol


A | Computed, not measured: an isolated molecule of C4H7ClN2, with wB97M-V/def2-TZVPD.

Summary:
HOMO energy (spin up / spin down) (eV): -7.8 / -9.2
Kohn-Sham gap (spin up / spin down) (eV): 7.36 / 8.80

Last column: natural (NBO) charge in e.
Element x y z (Å)
C1 -0.4025 -0.4998 1.2471  0.44
C2 0.7607 0.2293 0.8634  -0.52
C3 1.1432 -0.0981 -0.5624  -0.38
C4 0.0134 0.5260 -1.3393  -0.27
N1 -1.1423 -1.0749 2.0521  -0.43
N2 -1.2443 -0.1181 -1.0227  -0.59
Cl1 -2.6755 -1.8399 1.7085  0.12
H1 0.5507 1.2703 0.9714  0.25
H2 1.6552 -0.0420 1.5838  0.25
H3 2.0719 0.3696 -0.7465  0.22
H4 1.0132 -1.1060 -0.7474  0.22
H5 0.1561 1.6243 -1.0413  0.15
H6 -0.0010 0.2676 -2.3700  0.23
H7 -1.8990 0.4918 -0.5967  0.32


B | Computed, not measured: an isolated molecule of C4H7ClN2, with wB97M-V/def2-TZVPD.

Summary:
HOMO energy (eV): -8.4
Kohn-Sham gap (eV): 8.94

Last column: natural (NBO) charge in e.
Element x y z (Å)
C1 -0.2907 -1.2176 -0.0603  0.08
C2 0.7661 -0.1871 -0.3459  -0.08
C3 -2.5095 -0.3726 -0.6262  0.06
C4 1.2823 0.3249 1.0320  -0.60
N1 -1.5013 -0.9248 -0.1742  -0.36
N2 0.2570 0.9039 -1.1028  -0.83
Cl1 -3.4953 0.5564 0.4447  -0.02
H1 0.0111 -2.1730 0.0872  0.19
H2 1.5552 -0.7020 -1.0444  0.19
H3 -0.5622 0.7703 -1.5673  0.37
H4 0.4576 0.7341 1.5173  0.21
H5 2.0620 1.0674 0.8148  0.22
H6 1.7087 -0.5257 1.6658  0.22
H7 0.2590 1.7459 -0.6407  0.36


Calculated relative energies: A 55.9; B 0.0, given in kcal/mol